# C43H109BF4N7O7

A cluster of 9 separate species, C43H109BF4N7O7 in total in a non-equilibrium geometry (the ωB97M-V functional and the def2-TZVPD basis, the Open Molecules 2025 dataset).

<S²>   0.757
Calculated total energy   -3035.6160 Ha
Net charge   +6
Orbital gap (alpha / beta)   9.3 / 6.1 eV
LUMO level (alpha / beta)   -11.986 / -15.241 eV
Multiplicity   2
Molar mass   923.2 u

Each line ends with the Mulliken spin population.
Geometry (Å):
C 39.45873 -12.03415 -28.86905  0.000
H 40.78827 -12.17185 -30.69453  0.000
O 30.87111 -12.88378 -28.62652  0.000
H 35.39746 -18.08135 -26.15981  0.000
C 37.86921 -7.83604 -30.50950  0.000
H 34.83747 -12.59349 -32.41021  0.000
F 36.39384 -11.24419 -27.15942  0.000
H 31.91525 -14.54423 -29.45889  0.000
N 31.20386 -11.11689 -24.57453  0.000
H 28.82799 -14.53090 -26.66705  0.000
C 40.93301 -13.99064 -29.54738  0.000
H 33.65877 -8.33373 -29.93440  0.000
H 36.32664 -14.43912 -22.21516  0.000
C 39.46094 -12.55990 -26.36939  0.000
H 30.18566 -12.52309 -23.14119  0.000
H 36.76541 -19.20805 -25.68644  0.000
H 38.47773 -12.50629 -28.81609  0.000
C 36.37468 -18.49368 -26.41108  0.000
H 37.01320 -9.37312 -28.26477  0.000
H 38.07780 -15.69387 -25.15741  0.000
C 31.16642 -12.29295 -23.55744  0.001
C 37.20565 -5.59032 -30.06687  0.000
C 34.42720 -16.05561 -32.40337  0.000
H 36.35312 -9.95332 -30.18029  0.000
C 35.64179 -9.15429 -30.38924  0.000
H 32.57019 -10.49070 -29.79120  0.000
H 35.22432 -9.84032 -22.47926  -0.007
N 36.54115 -7.95627 -29.79536  0.000
C 34.26155 -9.22611 -29.76581  0.000
H 33.73846 -9.33398 -26.23728  0.000
H 34.20914 -9.50395 -28.71313  0.000
H 37.04988 -15.46199 -32.86605  0.000
H 41.40320 -14.25885 -27.29873  0.000
C 33.46740 -10.34650 -30.39313  0.000
H 29.53403 -12.23780 -25.57504  0.000
H 30.64103 -12.79547 -29.55435  0.000
C 33.82652 -16.18530 -33.79223  0.000
H 35.42321 -8.20298 -21.83979  -0.001
C 35.99416 -13.57065 -22.78378  -0.009
H 31.31745 -14.74250 -26.37073  0.000
H 32.67976 -13.75740 -28.17265  0.000
H 37.34200 -17.30698 -28.58970  0.000
F 36.21236 -12.98162 -28.36601  0.000
H 36.42741 -15.56727 -25.59991  0.001
B 35.76497 -12.44735 -27.20174  0.001
C 36.71391 -8.32824 -28.34688  0.000
H 32.48122 -10.33551 -27.04013  0.000
H 42.01467 -13.98978 -29.68200  0.000
H 36.43433 -15.31699 -30.42961  0.000
H 38.04205 -10.43695 -22.39905  -0.001
H 36.13891 -16.13636 -28.00733  0.000
H 30.39795 -10.91708 -26.50589  0.000
H 33.33411 -17.15655 -33.74406  0.000
H 42.36598 -12.97856 -25.96752  0.000
H 34.74523 -14.78506 -29.81584  0.000
C 31.69790 -14.11771 -28.47963  0.000
C 38.45498 -6.39004 -30.32490  0.000
H 32.47234 -7.95894 -26.49352  0.000
F 36.16413 -13.27782 -26.17914  0.000
C 32.67523 -10.59497 -24.85285  0.006
H 36.14597 -14.30082 -33.90893  0.000
H 39.88499 -19.48965 -25.28578  0.000
H 35.63831 -9.01451 -31.47024  0.000
H 38.97559 -9.59534 -20.37084  0.000
H 39.98065 -12.95721 -25.49752  0.000
H 43.78932 -10.22018 -26.10209  0.000
H 39.10152 -9.11385 -22.93228  0.000
H 32.94698 -15.61016 -34.08158  0.000
H 28.84048 -14.29962 -28.46098  0.000
N 35.15412 -14.67177 -32.03007  0.000
H 38.55143 -8.64774 -30.25687  0.000
H 29.93094 -9.34555 -24.76134  0.000
H 38.35816 -8.01296 -20.49053  0.000
H 38.55308 -13.14268 -26.52510  0.000
H 36.96091 -16.89988 -24.37088  0.000
C 30.32102 -10.01545 -23.99507  0.000
C 30.48246 -11.75922 -25.81905  0.000
H 36.92249 -13.14994 -23.17019  0.006
H 36.78143 -10.61574 -24.16467  -0.001
C 38.16720 -9.02963 -20.83406  0.000
H 34.59015 -16.65563 -35.62776  0.000
C 28.80797 -15.01807 -27.64191  0.000
H 30.00864 -15.93290 -30.02570  0.000
H 31.60283 -11.72776 -22.73391  0.001
H 37.02088 -4.89540 -30.88604  0.000
O 36.10390 -11.97301 -21.01206  0.731
O 36.88273 -9.44741 -20.22369  0.001
C 37.17879 -7.25099 -23.56177  0.000
H 36.27348 -18.99384 -27.37426  0.000
C 38.84919 -17.75462 -26.47162  0.000
H 36.15608 -9.30225 -25.16935  0.000
H 29.93503 -16.44769 -25.53681  0.000
H 44.48191 -11.60650 -26.87312  0.000
H 37.65234 -7.93914 -31.57272  0.000
H 27.89602 -15.55584 -27.90124  0.000
H 33.13394 -10.23618 -31.42499  0.000
C 43.78739 -11.31007 -26.08708  0.000
C 40.64733 -14.00150 -28.04071  0.000
H 35.19804 -16.81358 -32.26409  0.000
H 39.17058 -6.18872 -29.52772  0.000
N 37.32265 -17.25156 -26.47418  0.000
C 35.40041 -12.57855 -21.87109  -0.064
H 30.94433 -17.38639 -26.52922  0.000
H 29.07403 -17.25727 -29.14650  0.000
N 30.09152 -15.89907 -27.78901  0.000
H 35.30703 -13.82981 -23.58926  0.022
H 39.71571 -14.50795 -27.78835  0.000
H 44.26410 -11.69088 -25.18384  0.000
H 33.32864 -11.46731 -24.83958  -0.005
H 38.42991 -18.92597 -24.71929  0.000
H 40.65353 -14.97842 -29.91381  0.000
H 37.92946 -9.41646 -25.02322  0.000
H 39.32571 -13.13574 -30.74871  0.000
H 42.16407 -11.85863 -28.40078  0.000
C 37.16721 -16.28612 -25.24771  -0.001
H 35.17958 -6.19544 -29.48118  0.000
H 41.76308 -11.50658 -25.41936  0.000
O 34.81564 -16.15735 -34.83879  0.000
H 34.06158 -11.26024 -30.40433  0.000
H 40.68216 -17.33388 -24.40116  0.000
C 38.18086 -9.35583 -22.40132  0.003
C 31.34794 -15.08627 -27.40465  0.000
H 32.18251 -15.76851 -27.56633  0.000
F 34.41886 -12.22588 -27.24239  -0.001
H 34.86452 -8.63598 -23.61513  0.000
H 36.94487 -13.69752 -32.48575  0.000
H 30.78756 -17.31059 -29.19677  0.000
H 31.72001 -13.19562 -23.81593  -0.002
H 35.82011 -8.15977 -27.74618  0.000
N 40.29645 -12.56455 -27.70630  0.000
H 38.23475 -7.08702 -23.77661  0.000
H 35.65270 -6.59419 -31.13611  0.000
O 34.23322 -12.27437 -22.05577  0.314
C 36.42750 -14.56747 -32.89024  0.000
H 30.83471 -9.54085 -23.15902  0.000
H 38.93978 -6.17840 -31.27794  0.000
H 38.98988 -18.31146 -27.39803  0.000
C 37.15458 -16.50818 -27.87214  0.000
H 36.54813 -6.94537 -24.39661  0.000
H 37.16768 -6.73085 -22.60394  0.000
C 40.11822 -12.78226 -30.08911  0.000
C 36.00448 -6.53787 -30.10598  0.000
O 39.83066 -17.71631 -24.17689  0.000
C 35.56811 -14.66155 -30.51992  0.000
H 29.36421 -10.37157 -23.61324  0.000
H 37.87249 -15.68859 -27.90337  0.000
H 33.68890 -13.51726 -33.40076  0.000
C 32.75682 -9.79634 -26.13381  0.000
C 42.38031 -11.91785 -26.21810  0.000
C 36.97966 -9.60559 -24.52300  0.000
H 29.18068 -17.60655 -26.60432  0.000
H 39.38131 -16.82160 -26.65717  0.000
C 29.95163 -16.61143 -29.17456  0.000
H 36.05117 -13.68540 -30.47649  0.000
H 37.27480 -5.03880 -29.12924  0.000
H 33.66128 -16.38412 -31.70084  0.000
H 39.11645 -11.56281 -26.09508  0.000
O 31.92623 -8.64843 -26.10885  0.000
H 37.35939 -7.57847 -27.88938  0.000
H 41.36225 -10.55759 -27.54596  0.000
H 36.62172 -10.33087 -20.49385  0.003
H 33.40814 -13.37560 -31.67922  0.000
C 39.31795 -18.56015 -25.23471  0.000
H 33.01775 -9.98971 -24.01354  0.002
H 39.33712 -10.95128 -28.89545  0.000
C 29.98340 -16.87200 -26.53966  0.000
C 41.62461 -11.61384 -27.48581  0.000
N 36.95575 -8.74907 -23.27273  0.000
H 31.08879 -12.55196 -26.25725  0.000
C 34.18930 -13.46952 -32.43359  0.000
C 35.48812 -8.81519 -22.73928  0.004

Cartesian forces (eV/Å) of the 6 atoms listed first:
C 0.858 -2.287 -0.594
H -0.172 0.203 0.102
O 0.824 -1.902 0.429
H 0.047 -0.298 0.329
C 0.976 -0.071 -0.099
H -0.178 0.036 0.028